ORCA calculation (wB97M-V/def2-TZVPD) on an isolated molecule of CH3NO at a distorted geometry.

Output
relative energy (zero: lowest compared OMol25 entry of this formula, charge and spin)	1.9	kcal/mol
highest occupied orbital energy	-10.14	eV
orbital gap	11.06	eV
LUMO level	0.9224	eV
SMILES	NC=O

Structure (ORCA input):
```
! wB97M-V def2-TZVPD RIJCOSX def2/J DEFGRID3
* xyz 0 1
N -0.625 -0.268 -0.103
C 0.612 0.274 -0.052
O 1.652 -0.349 -0.049
H -0.670 -1.277 0.121
H -1.515 0.253 0.060
H 0.547 1.367 0.022
*
```

Results of the Löwdin charge analysis, in e, for atoms 1 through 2:
1. N 0.09
2. C -0.45